DFT (ωB97M-V/def2-TZVPD) results for a molecular structure, C41H36ClN6PTi at a distorted geometry.

Each line ends with the Mulliken charge.
Positions of all 86 atoms, in Å:
Ti: -0.207 -0.903 0.125  -0.496
C: 1.050 -3.848 -0.742  -0.895
N: 1.530 -2.475 -0.714  -0.070
C: 1.882 -1.871 -2.024  -1.271
C: 0.652 -1.358 -2.648  0.001
N: -0.387 -0.872 -1.885  1.123
C: -1.408 -0.581 -2.802  -0.096
C: -2.676 -0.069 -2.586  -0.487
C: -3.500 0.155 -3.690  -0.864
C: -3.064 -0.131 -4.979  -0.498
C: -1.796 -0.664 -5.207  -1.122
C: -0.987 -0.889 -4.107  1.064
N: 0.284 -1.413 -4.000  -0.113
C: -0.289 -3.933 -0.075  0.123
N: -1.085 -2.913 0.078  0.660
C: -2.241 -3.436 0.690  -0.061
C: -3.435 -2.808 1.031  -0.293
C: -4.410 -3.578 1.628  -0.832
C: -4.214 -4.950 1.872  -0.521
C: -3.045 -5.587 1.512  -1.117
C: -2.070 -4.797 0.912  0.557
N: -0.802 -5.082 0.412  -0.108
H: 1.746 -4.534 -0.250  0.494
H: 0.937 -4.194 -1.773  0.342
H: 2.276 -2.337 -0.047  0.241
H: 2.391 -2.586 -2.686  0.420
H: 2.602 -1.081 -1.779  0.249
H: -3.008 0.155 -1.581  0.272
H: -4.493 0.559 -3.540  0.425
H: -3.721 0.057 -5.820  0.396
H: -1.461 -0.895 -6.211  0.417
H: 0.911 -1.573 -4.764  0.252
H: -3.588 -1.756 0.840  0.547
H: -5.344 -3.115 1.916  0.470
H: -5.003 -5.521 2.344  0.389
H: -2.903 -6.646 1.684  0.408
H: -0.338 -5.974 0.412  0.215
Cl: -0.309 -1.311 2.694  -0.243
C: -1.927 -0.650 3.010  1.378
C: -2.595 -1.085 4.136  -0.904
C: -3.903 -0.668 4.336  -0.428
C: -4.487 0.173 3.397  -0.843
C: -3.770 0.609 2.291  -0.112
C: -2.447 0.215 2.048  -0.936
C: -1.658 0.603 0.845  -0.438
H: -2.109 -1.763 4.826  0.463
H: -4.453 -1.005 5.205  0.405
H: -5.510 0.505 3.533  0.391
H: -4.235 1.280 1.577  0.430
H: -0.852 1.267 1.187  -0.031
H: -2.284 1.200 0.178  0.514
N: 1.461 0.082 0.450  0.239
P: 2.060 1.492 0.319  1.038
C: 1.496 2.689 1.572  0.456
C: 1.326 4.044 1.303  -0.430
C: 0.888 4.912 2.297  -0.749
C: 0.610 4.426 3.566  -0.500
C: 0.767 3.073 3.841  -0.718
C: 1.206 2.208 2.849  -0.170
C: 3.877 1.528 0.520  0.003
C: 4.585 2.708 0.750  -0.587
C: 5.962 2.690 0.915  -0.721
C: 6.649 1.483 0.864  -0.491
C: 5.953 0.301 0.658  -0.665
C: 4.573 0.325 0.492  -0.165
C: 1.744 2.342 -1.264  0.177
C: 0.448 2.272 -1.782  0.176
C: 0.140 2.852 -3.003  -0.665
C: 1.123 3.522 -3.722  -0.711
C: 2.411 3.607 -3.215  -0.774
C: 2.719 3.018 -1.994  -0.398
H: 1.513 4.427 0.307  0.448
H: 0.752 5.963 2.075  0.407
H: 0.259 5.099 4.338  0.395
H: 0.535 2.689 4.826  0.418
H: 1.307 1.148 3.049  0.388
H: 4.056 3.652 0.824  0.459
H: 6.496 3.614 1.093  0.407
H: 7.723 1.465 0.995  0.383
H: 6.484 -0.643 0.635  0.406
H: 4.007 -0.588 0.352  0.231
H: -0.324 1.741 -1.240  0.198
H: -0.866 2.768 -3.395  0.444
H: 0.887 3.975 -4.677  0.382
H: 3.184 4.122 -3.772  0.425
H: 3.737 3.068 -1.633  0.395

Calculated values
Energy relative to the best compared isomer or geometry (same formula, charge and spin)   14.6 kcal per mole
E_tot   -3563.5909 Eh
Kohn-Sham gap (alpha / beta)   3.99 / 7.41 eV
Multiplicity   3